Record 1
Molecular formula: C13H29BBrCl17O3P
Method: DFT, ωB97M-V with the def2-TZVPD basis set

- multiplicity = 1
- net charge = +1

XYZ file:
```
65
Properties=species:S:1:pos:R:3:nbo_charge:R:1
C 3.479 -1.202 2.242 -0.310
O 3.049 -2.485 1.611 -0.570
C 1.598 -2.301 1.293 -0.086
C 0.776 -3.716 1.407 -0.429
C -0.817 -3.367 1.779 -0.432
C -1.744 -3.106 0.439 -0.747
P -2.882 -1.581 0.683 0.953
Cl -1.600 0.141 0.396 -0.136
Br -4.604 -1.608 -0.801 0.014
B -3.630 -1.415 2.439 0.884
O -4.998 -0.819 2.636 -0.852
O -2.937 -1.806 3.712 -0.887
H 3.153 -1.251 3.385 0.199
H 4.661 -1.140 2.208 0.221
H 3.052 -0.272 1.675 0.195
H 1.443 -1.871 0.191 0.174
H 1.219 -1.452 2.015 0.181
H 0.731 -4.316 0.390 0.227
H 1.277 -4.366 2.246 0.260
H -0.762 -2.328 2.364 0.227
H -1.318 -4.189 2.448 0.240
H -0.978 -2.805 -0.424 0.293
H -2.299 -4.066 0.043 0.308
H -5.585 -1.369 2.034 0.507
H -2.877 -2.807 3.783 0.524
C 4.447 1.941 -0.703 -0.394
Cl 5.655 0.684 -0.412 -0.017
Cl 2.808 1.285 -0.597 -0.043
H 4.564 2.727 0.046 0.232
H 4.600 2.356 -1.702 0.231
C 1.287 1.415 4.089 -0.400
Cl 1.407 -0.057 5.060 -0.018
Cl 2.887 1.996 3.614 -0.007
H 0.704 1.201 3.190 0.209
H 0.788 2.189 4.677 0.235
C 1.349 5.035 -0.083 -0.403
Cl 1.554 4.416 -1.726 -0.029
Cl 2.030 3.918 1.107 -0.036
H 1.858 5.998 0.001 0.238
H 0.282 5.162 0.119 0.222
C -2.461 -7.430 -0.581 -0.400
Cl -1.360 -7.428 0.802 -0.016
Cl -3.891 -6.442 -0.257 -0.037
H -1.939 -7.026 -1.452 0.228
H -2.776 -8.457 -0.783 0.241
C -2.133 1.989 -2.652 -0.400
Cl -3.848 2.393 -2.789 -0.033
Cl -1.127 3.208 -3.445 0.008
H -1.862 1.939 -1.594 0.204
H -1.956 1.020 -3.124 0.220
C 3.603 7.660 -3.177 -0.399
Cl 2.416 7.964 -1.902 -0.037
Cl 3.604 8.966 -4.368 -0.008
H 4.596 7.587 -2.728 0.225
H 3.354 6.722 -3.678 0.224
C -7.497 3.024 -2.959 -0.402
Cl -8.684 3.327 -1.684 -0.019
Cl -7.496 4.330 -4.150 -0.009
H -6.504 2.951 -2.510 0.212
H -7.746 2.085 -3.460 0.220
C 4.084 -2.629 -1.944 -0.399
Cl 2.930 -3.865 -2.460 -0.041
Cl 4.323 -1.415 -3.207 -0.020
H 3.701 -2.137 -1.046 0.229
H 5.042 -3.106 -1.724 0.231
```

---

Record 2
Molecular formula: C9H11N2O
Method: DFT, ωB97M-V with the def2-TZVPD basis set

- multiplicity = 1
- net charge = +1
- energy above the lowest of the compared OMol25 structures with the same formula, charge and spin (eV) = 1.8433

XYZ file:
```
23
Properties=species:S:1:pos:R:3:nbo_charge:R:1
C -3.109 -0.934 1.188 -0.103
C -2.994 0.442 0.949 -0.241
C -2.065 -1.799 0.906 -0.251
C -1.889 0.856 0.252 0.077
C -0.934 -1.241 0.369 0.372
C 1.319 -1.539 -0.449 0.592
C 1.384 0.017 -0.453 0.427
C 1.403 0.745 -1.754 -0.720
C 2.246 0.631 0.523 -0.759
N -0.854 0.088 0.193 -0.395
N 0.169 -2.047 -0.028 -0.584
O 2.231 -2.241 -0.813 -0.512
H -3.923 -1.179 1.807 0.242
H -3.885 1.106 1.003 0.255
H -2.040 -2.840 1.053 0.238
H -1.678 1.812 -0.045 0.214
H 1.526 1.802 -1.699 0.251
H 0.403 0.621 -2.067 0.262
H 2.017 0.246 -2.504 0.294
H 3.356 0.311 0.120 0.348
H 2.254 0.206 1.557 0.264
H 2.276 1.784 0.695 0.286
H 0.197 -3.028 0.186 0.444
```

---

HOMO-LUMO gap
In order: 6.22 8.10
Unit: eV
LUMO energy
In order: -0.220 -0.193
Unit: Eh
Electronic energy
In order: -312974.98364 -14530.46020
Unit: eV